[1]
This record from the OMol25 dataset describes an isolated molecule of C4H9NO in a non-equilibrium geometry. The level of theory is ωB97M-V/def2-TZVPD.

Geometry as XYZ:
```
15
Properties=species:S:1:pos:R:3:forces:R:3
C -0.974075 -1.104174 0.857221 0.3 -0.6 0.2
C 0.230854 -1.273083 -0.113593 -0.2 0.1 0.7
N 1.240876 -0.237421 0.129639 -0.7 0.2 -0.9
C 0.940228 1.089797 -0.021855 0.1 2.1 1.4
C -0.299382 1.607242 -0.696809 -1.4 -2.0 -1.8
O 1.652343 1.987475 0.419998 0.8 -1.0 -0.3
H -0.687295 -0.462674 1.679409 0.0 0.4 0.1
H -1.294182 -2.023196 1.361249 0.2 -0.1 -0.4
H -1.848802 -0.714415 0.345255 0.0 0.2 0.1
H 0.776011 -2.198807 0.067981 -0.4 -0.2 -0.2
H -0.199100 -1.272076 -1.121440 0.5 0.0 -0.1
H 2.227646 -0.449139 0.038690 -0.3 -0.1 0.3
H -1.319636 1.244985 -0.348769 1.4 0.9 0.1
H -0.172322 2.673843 -0.892915 -0.4 -0.2 0.6
H -0.273162 1.131644 -1.704062 -0.1 0.3 0.2
```
Positions in Å, forces in eV/Å.

Values from the calculation:
2S+1 = 1
SMILES = CCNC(C)=O
energy relative to the best compared isomer or geometry (same formula, charge and spin) = 1.033 eV
total energy = -287.79447 Eh

***

[2]
This record from the OMol25 dataset describes a cluster of 3 separate species, C4H9NO in total in a non-equilibrium geometry. The level of theory is ωB97M-V/def2-TZVPD.

Geometry as XYZ:
```
15
Properties=species:S:1:pos:R:3:forces:R:3
C -0.611969 -1.067971 1.467622 1.8 0.9 0.8
N 0.009032 -0.604442 0.351774 -0.3 0.0 -1.2
C 1.264562 -0.065276 0.179883 -0.6 0.1 2.4
C 0.084386 0.757843 -0.184304 -0.2 -0.3 0.2
C -0.474773 0.928302 -1.588478 0.1 0.2 0.1
O -0.171825 -0.162765 -2.434952 -0.2 -0.3 0.5
H -0.265183 -2.038533 1.825346 -0.1 0.2 -0.1
H 0.468118 -0.097063 2.415237 -0.5 -0.7 -0.8
H -1.672678 -0.874837 1.548514 0.0 0.2 0.1
H 1.384583 0.172879 1.762700 -0.4 -0.2 -1.5
H 2.080988 -0.470561 -0.392157 0.1 0.0 0.0
H -0.163145 1.566080 0.517364 0.0 -0.2 -0.1
H -0.029781 1.820414 -2.046118 -0.1 -0.2 0.1
H -1.565301 1.101920 -1.516407 0.3 -0.1 -0.1
H -0.337013 -0.965988 -1.906023 0.1 0.3 -0.3
```
Positions in Å, forces in eV/Å.

Values from the calculation:
2S+1 = 1
energy relative to the best compared isomer or geometry (same formula, charge and spin) = 6.183 eV
total energy = -287.60522 Eh

***

[3]
This record from the OMol25 dataset describes a cluster of 2 separate species, C4H9NO in total in a non-equilibrium geometry. The level of theory is ωB97M-V/def2-TZVPD.

Geometry as XYZ:
```
15
Properties=species:S:1:pos:R:3:forces:R:3
C -0.443773 1.155419 1.770464 1.5 -0.6 1.1
C -1.001362 0.112549 1.172538 1.2 -2.9 1.9
N -0.704326 -1.256796 1.671618 -2.6 3.1 -0.5
H 0.350320 1.094483 2.584290 -1.2 -0.5 -1.1
H -0.567156 2.147624 1.476189 -0.7 1.4 -0.6
H -1.692801 0.054253 0.365427 -0.4 0.6 -0.2
H 0.130853 -1.256914 2.134785 2.5 0.3 1.9
H -0.592771 -1.942469 0.995162 -0.4 -1.2 -2.0
C 1.862305 0.020438 -1.407515 -0.6 2.9 -2.7
C 0.373947 0.402413 -1.714442 0.9 1.1 -2.6
O -0.510970 -0.323440 -1.424332 -1.2 -1.3 0.6
H 2.413560 0.950988 -1.138565 -0.3 -1.0 0.5
H 2.351769 -0.262977 -2.372735 -0.6 0.2 0.4
H 1.882581 -0.832134 -0.806759 0.1 -0.9 1.5
H -0.005015 1.287315 -2.470743 1.8 -1.1 1.7
```
Positions in Å, forces in eV/Å.

Values from the calculation:
2S+1 = 1
SMILES = C=CN.CC=O
energy relative to the best compared isomer or geometry (same formula, charge and spin) = 2.998 eV
total energy = -287.72229 Eh